Molecular formula: C25H26F13O19P
Method: DFT, ωB97M-V with the def2-TZVPD basis set

Structure (XYZ):
```
84
Properties=species:S:1:pos:R:3:forces:R:3
C 1.510270 -4.893327 1.150036 -7.6949 2.8485 -5.5492
C 0.373341 -4.448431 0.464891 7.0626 -2.5925 3.3296
O -0.706102 -3.907002 -0.402841 1.6241 0.3744 4.2748
P -2.039415 -3.317674 0.607562 -3.7411 -5.3637 1.6009
O -2.798201 -4.647211 1.113745 3.3166 5.8983 -1.6769
O -3.129156 -2.480694 -0.516912 3.6230 -1.4635 0.6605
O -1.505387 -2.299276 1.922780 -1.0921 -0.3775 -4.1428
C -1.525381 -0.877364 1.538490 -0.8362 2.5681 -0.4956
C -0.506713 -0.551468 0.252256 -0.4111 -0.7761 1.7939
C 0.306062 0.804416 0.645739 -1.4035 1.0227 1.7247
F 1.050812 0.705713 1.955164 -2.4160 -0.0018 -4.4127
F -0.735801 1.873450 0.880759 3.0629 -2.9721 -0.6672
C 1.327043 1.402872 -0.476247 1.7450 3.5952 1.7164
F 0.729940 2.593402 -1.193147 1.8919 -4.3815 1.8101
F 2.465233 2.015698 0.313753 -3.3571 -1.9442 -2.7067
C 2.039646 0.319833 -1.467344 3.2040 0.0083 1.0530
F 3.328578 0.971993 -1.915912 -4.5321 -2.2844 0.8884
F 2.509017 -0.867201 -0.656582 -1.8828 4.1307 -2.5310
C 1.128520 -0.246968 -2.702965 -1.8324 -2.1901 -0.4016
F 0.861196 -1.696927 -2.369392 0.7158 4.5513 -1.3397
F -0.200096 0.382685 -2.860763 4.2117 -1.6118 0.7197
C 1.853550 -0.242365 -4.168795 3.4132 0.5417 -0.7293
F 2.259788 1.134935 -4.641724 -1.4757 -4.5222 2.0394
F 3.129042 -1.043257 -4.040429 -4.2545 2.7514 -0.1711
C 1.021258 -0.910387 -5.397491 -1.0696 -1.1995 -3.8568
F 0.744771 0.153397 -6.425984 0.6988 -3.6891 3.5944
F -0.268804 -1.538982 -5.065834 4.5558 2.2717 -0.8840
F 1.860800 -1.929723 -6.092283 -3.1254 3.5959 2.5971
H 2.514648 -5.423950 1.493912 -2.8221 1.4910 -0.8080
H -2.903863 -2.761959 -1.466080 -0.3272 0.4153 1.9106
H -2.613940 -0.550248 1.178771 2.3126 -0.9469 0.8528
H -1.298317 -0.167630 2.470902 -0.1817 -2.1466 -1.8954
H 0.172786 -1.512611 0.160175 -0.9215 2.3064 0.0916
H -1.208946 -0.477986 -0.680619 1.7412 0.4049 1.6127
O 6.125928 -5.688320 1.001787 -0.7162 2.3577 -0.9957
C 5.839616 -4.599029 0.533645 0.8122 -2.1225 0.8371
O 6.698929 -3.816742 -0.182652 -0.5206 -0.8220 0.7411
C 5.932990 -2.761114 -0.732140 0.3113 0.9075 -0.7653
C 4.756168 -2.677177 0.184941 -0.7615 0.9001 0.0305
O 4.617772 -4.003171 0.658971 0.7327 -0.7579 0.0089
H 6.511078 -1.833222 -0.753779 0.0273 -0.3064 -0.0777
H 5.647719 -3.026868 -1.755409 0.0318 0.0314 0.0791
H 4.936849 -2.013832 1.037365 -0.0066 -0.0591 -0.0558
H 3.848461 -2.353083 -0.331478 0.2870 -0.3881 0.2651
O -0.015323 0.631716 5.243023 -2.4738 0.9873 0.4843
C -1.118493 1.087332 5.494243 2.3215 -0.9023 -0.4285
O -2.221443 0.916462 4.708254 1.0837 0.0298 0.3510
C -3.330408 1.393965 5.446587 -1.2732 -0.0362 -0.3555
C -2.713260 2.354640 6.410550 -0.5858 0.8511 0.5125
O -1.410351 1.835634 6.598108 0.4542 -0.7019 -0.6880
H -4.057236 1.875394 4.786598 0.2405 -0.2048 0.0773
H -3.811205 0.548096 5.949005 0.0554 0.0494 -0.0330
H -2.635099 3.366845 5.999904 -0.0364 -0.1043 0.0272
H -3.254343 2.396997 7.359809 0.2538 -0.0087 -0.0907
O 7.550265 -0.416316 -2.558728 -0.6791 2.4003 -1.0129
C 7.263953 0.672974 -3.026871 0.6427 -2.1334 0.9009
O 8.123266 1.455261 -3.743169 -0.4694 -0.7102 0.6539
C 7.357327 2.510889 -4.292656 0.3093 0.7342 -0.8154
C 6.180506 2.594826 -3.375575 -0.7330 0.9095 0.1356
O 6.042109 1.268832 -2.901545 0.7787 -0.6807 -0.0663
H 7.935415 3.438781 -4.314295 0.0483 -0.2714 0.0262
H 7.072057 2.245135 -5.315924 0.0145 0.0087 0.0902
H 6.361186 3.258171 -2.523151 -0.0061 -0.0693 -0.0723
H 5.272798 2.918920 -3.891994 0.0591 -0.1991 0.1761
O -6.038286 2.992624 5.430664 -1.4522 -1.7364 1.3045
C -6.734491 2.181661 6.018305 1.1539 1.5967 -1.0475
O -7.664805 2.504496 6.963698 0.8989 -0.0154 -0.7165
C -8.404058 1.327791 7.231696 -1.0185 -0.1249 0.5729
C -7.466523 0.234801 6.832453 -0.0993 -1.1582 0.3441
O -6.683711 0.832454 5.816514 0.1180 1.0652 -0.1188
H -8.679117 1.275090 8.288675 0.0893 0.1913 -0.1835
H -9.316515 1.338056 6.626388 0.0970 -0.0005 0.0402
H -6.808150 -0.071538 7.652208 -0.0541 0.0384 -0.0662
H -7.991618 -0.645031 6.450577 0.2260 0.1608 -0.0746
O -5.398702 2.437821 -3.597358 2.2081 -0.6044 -1.7756
C -4.471584 2.189852 -4.350119 -2.1722 0.6466 1.6958
O -4.139934 2.941904 -5.440027 -0.3902 -0.4828 0.7137
C -2.893219 2.461665 -5.906956 0.6671 0.5125 -0.7569
C -2.849848 1.060074 -5.390571 0.6498 -0.8532 -0.3469
O -3.631045 1.122984 -4.212484 -0.5169 0.6518 0.1387
H -2.845302 2.504964 -6.998500 -0.1444 0.1079 0.1989
H -2.095606 3.085720 -5.490482 -0.0566 -0.0590 -0.0165
H -3.309033 0.345439 -6.081759 0.0381 0.0669 0.0478
H -1.831867 0.731425 -5.163935 -0.2462 -0.0045 0.1040
```
Forces are in eV/Å.

Output
max |F|	9.906	eV/A
total energy	-4037.024516	Ha
structure (SMILES)	C#CO[P@](=O)(O)OCCC(F)(F)C(F)(F)C(F)(F)C(F)(F)C(F)(F)C(F)(F)F.O=C1OCCO1.O=C1OCCO1.O=C1OCCO1.O=C1OCCO1.O=C1OCCO1
highest occupied orbital energy	-9.76	eV

=====

Molecular formula: C9H16BF4IrNO7P2Si
Method: DFT, ωB97M-V with the def2-TZVPD basis set

Structure (XYZ):
```
42
Properties=species:S:1:pos:R:3:forces:R:3
Ir 0.699826 1.314310 0.439104 -0.2630 -0.3844 0.4133
O -0.000756 2.494909 -1.948801 -0.0736 -0.0415 -0.1008
P 0.524342 3.801981 -1.143050 -0.0360 -0.2690 0.1387
O 0.060998 5.051466 -1.740524 0.0491 0.1045 0.3327
O 0.175454 3.367656 0.302460 0.2296 0.0957 -0.5608
O 2.133930 3.666311 -1.308017 0.0760 0.0258 -0.0688
P 3.131185 2.418346 -1.038887 -0.0675 -0.2557 0.1286
O 2.598176 1.303863 -2.101304 -0.1735 0.0153 0.0855
O 4.518352 2.738267 -1.391085 -0.0790 0.2129 0.3875
O 2.739993 1.869528 0.354828 0.0066 0.1948 -0.6963
H 0.297678 2.488413 -2.864550 0.0489 -0.0563 -0.0447
H 3.304990 1.189626 -2.743381 0.1062 -0.0378 -0.0955
C 2.240360 -1.403689 1.073788 0.4060 0.2237 0.2357
Si 0.695171 -1.867289 0.206498 -0.3911 0.5794 -0.1739
C -0.249639 -3.078887 1.208313 -0.2523 -0.3275 0.3073
C 1.096804 -2.486311 -1.486402 0.1238 -0.1452 -0.4640
N -0.287419 -0.354070 -0.003456 0.3065 0.1873 0.1162
C -1.631446 -0.298488 -0.330346 -0.1557 -0.1565 -0.0891
C -2.368494 0.879890 -0.109221 0.0967 -0.0964 0.0436
C -3.711680 0.939749 -0.418968 -0.0441 -0.1026 -0.0687
C -4.352106 -0.158604 -0.982674 -0.0550 -0.0216 -0.0313
C -3.636573 -1.326007 -1.232293 -0.0650 0.1504 0.0543
C -2.297686 -1.401377 -0.905107 0.1716 0.1947 0.0748
H 2.897949 -2.281211 1.085304 -0.0434 0.0456 0.0310
H 2.041843 -1.112732 2.110227 0.0691 -0.0067 -0.0732
H 2.789410 -0.595645 0.578792 0.0173 -0.0779 0.0761
H 0.332882 -4.003992 1.289594 -0.0585 0.0641 0.0292
H -1.225378 -3.324609 0.788443 0.0217 -0.0420 0.0735
H -0.385335 -2.668067 2.213510 -0.0220 -0.0533 -0.0383
H 1.837434 -3.289706 -1.408847 -0.0532 0.0425 -0.0518
H 1.535333 -1.675301 -2.077656 -0.0317 -0.0860 0.0284
H 0.228203 -2.874873 -2.023222 0.0731 0.0178 -0.0136
H -1.884435 1.749333 0.323178 0.0139 -0.0103 -0.0021
H -4.259180 1.853225 -0.226009 -0.0016 -0.0182 -0.0091
H -5.403998 -0.103691 -1.233613 0.0146 -0.0002 0.0058
H -4.127286 -2.179500 -1.683658 0.0043 0.0126 0.0122
H -1.745937 -2.306025 -1.112041 0.0068 -0.0273 -0.0090
F 0.020777 0.794763 2.603687 -0.0706 0.1829 0.0269
B 0.347859 0.331316 3.958418 0.1517 -0.2251 0.1783
F 0.162093 -1.068497 3.943407 0.0483 0.2982 -0.0106
F 1.682158 0.652158 4.197117 -0.2785 -0.0850 -0.0347
F -0.525851 0.953462 4.836462 0.1735 -0.1215 -0.1431
```
Forces are in eV/Å.

Output
spin multiplicity	5
max |F|	0.723	eV/A
total energy	-2435.418002	Ha
total charge	-1
highest occupied orbital energy (spin up / spin down)	-6.32 / -6.56	eV

=====

Molecular formula: C29H54F2N6O3S
Method: DFT, ωB97M-V with the def2-TZVPD basis set

Structure (XYZ):
```
95
Properties=species:S:1:pos:R:3:forces:R:3
C -2.028498 7.523785 -2.243549 0.0570 -0.0745 -0.0125
C -0.774267 6.655588 -2.347474 -0.2045 0.1470 0.1377
C -0.991774 5.410742 -3.174496 -0.1821 -0.2336 0.1912
F -1.556585 5.784896 -4.368766 -0.0669 -0.0550 -0.2358
N -1.951124 4.450265 -2.510338 0.4717 -0.1457 -0.3184
C -2.960999 3.774953 -3.408213 -0.3228 0.1531 0.1556
C -4.368277 4.371669 -3.248646 0.1345 0.1141 0.1425
C -4.734282 5.420845 -4.300310 0.1035 -0.0713 0.1722
C -6.090195 6.102417 -4.074574 -0.0461 0.0421 -0.0473
C -7.252596 5.202324 -3.643104 -0.1017 -0.2332 -0.0652
O -7.537797 5.374217 -2.263528 0.1618 0.2463 0.0575
C -8.901253 5.526515 -1.941313 -0.0313 -0.0989 -0.0247
S -1.189733 3.254644 -1.674091 -0.0129 0.4548 -0.0674
O -0.324824 2.477132 -2.497054 -0.0520 -0.0410 0.2020
O -2.110704 2.657477 -0.777294 0.1456 -0.1111 -0.0859
F -0.225886 4.149200 -0.808132 -0.1512 -0.1080 -0.0728
H -1.824085 8.397007 -1.622756 -0.0313 -0.0443 -0.0272
H -2.841208 6.959513 -1.779994 0.0102 0.0604 -0.0402
H -2.358537 7.872252 -3.223210 0.0185 -0.0172 0.0627
H -0.469352 6.355259 -1.348265 0.1450 -0.0029 0.0017
H 0.052899 7.212231 -2.795771 -0.0473 -0.0288 0.0048
H -0.058593 4.896600 -3.424433 -0.0275 -0.0166 0.0981
H -2.998624 2.718157 -3.137170 0.0470 0.0927 0.0152
H -2.603858 3.820663 -4.434634 -0.0322 0.0100 -0.0184
H -4.427895 4.820346 -2.251466 -0.0358 -0.0788 -0.0396
H -5.085636 3.547822 -3.246129 0.0267 0.0510 -0.0864
H -4.687151 4.977758 -5.301406 -0.0485 -0.0634 0.0843
H -3.963578 6.192275 -4.273363 0.0081 0.0496 -0.1559
H -5.984595 6.878847 -3.311105 -0.0496 -0.0834 0.0006
H -6.379465 6.614419 -4.997249 0.1050 0.0224 0.0575
H -8.147129 5.421690 -4.237801 0.0519 0.0684 0.0752
H -7.014602 4.145404 -3.813940 -0.0619 0.0427 -0.1053
H -9.423460 4.561495 -1.916703 -0.0006 0.0630 -0.0478
H -8.957355 5.979273 -0.950914 0.0245 -0.0627 -0.0370
H -9.406377 6.187502 -2.656097 0.0063 -0.0387 0.0468
C 2.973249 0.650280 -2.662972 -0.0366 0.0461 -0.0102
C 1.709024 -0.140858 -2.357469 0.1007 -0.0187 -0.0104
C 2.001136 -1.591656 -1.954942 -0.0571 0.1001 0.0163
C 2.670230 -2.334417 -3.022091 -0.0031 -0.0320 0.0784
N 3.200113 -2.913410 -3.859133 0.0307 -0.0444 -0.0917
H 3.514317 0.220831 -3.507514 0.0037 -0.0158 0.0104
H 2.724724 1.681959 -2.912797 0.0096 0.0014 0.0034
H 3.648935 0.663719 -1.804142 -0.0051 -0.0044 -0.0020
H 1.043851 -0.132716 -3.221460 -0.0234 -0.0249 0.0077
H 1.160032 0.336665 -1.545560 -0.0367 -0.0277 0.0392
H 1.075604 -2.117040 -1.716438 0.0084 0.0306 0.0074
H 2.647400 -1.623255 -1.073768 0.0023 -0.0084 0.0026
C -1.417672 0.322168 1.779964 -0.0045 0.0279 0.0334
C -0.067536 0.955883 1.474510 -0.1319 0.0060 -0.0380
C 1.106609 0.000430 1.709072 -0.0240 0.0898 -0.0370
C 1.187264 -0.431025 3.103565 0.0550 -0.0931 -0.0119
N 1.241072 -0.774288 4.197165 0.0117 -0.0020 0.0927
H -1.491685 0.034981 2.830407 0.0135 -0.0130 -0.0105
H -2.223019 1.022064 1.560737 0.0064 -0.0070 -0.0087
H -1.577210 -0.569476 1.170939 0.0032 -0.0190 -0.0164
H 0.069951 1.852975 2.081561 0.0303 0.0010 -0.0122
H -0.048156 1.269608 0.429768 0.0735 -0.0046 -0.0038
H 2.055181 0.473638 1.447789 -0.0084 -0.0198 -0.0195
H 0.999416 -0.892377 1.089479 0.0048 -0.0239 -0.0247
C 0.066524 -4.676254 1.152248 -0.0183 0.0285 -0.0311
C -0.254583 -5.823132 0.203888 -0.0231 0.0428 0.0102
C 0.155518 -5.525423 -1.244967 0.0616 0.0096 0.0711
C -0.501862 -4.331545 -1.779473 -0.0171 -0.0152 0.0107
N -1.002646 -3.376337 -2.174527 -0.0263 -0.0171 0.0302
H -0.513974 -3.786064 0.903667 -0.0167 0.0078 -0.0258
H -0.170808 -4.945039 2.182222 0.0150 0.0060 0.0029
H 1.126997 -4.429012 1.101042 -0.0343 0.0396 0.0442
H -1.319665 -6.059859 0.242759 -0.0009 -0.0116 -0.0377
H 0.283276 -6.720905 0.514382 0.0078 -0.0210 -0.0199
H -0.071953 -6.365453 -1.902002 -0.0032 0.0097 -0.0093
H 1.233612 -5.351330 -1.295358 0.0042 -0.0193 -0.0117
C 3.024475 -6.025612 4.969495 0.0342 -0.0421 0.0705
C 2.461743 -7.164595 4.133683 -0.0229 0.0533 -0.0148
C 3.282660 -7.423172 2.863794 -0.0397 -0.0080 0.0540
C 3.343214 -6.247542 1.992826 0.0531 -0.0470 -0.0426
N 3.391665 -5.324823 1.311187 0.0002 0.0026 -0.0044
H 2.991903 -5.085374 4.420520 0.0166 0.0736 -0.0677
H 2.442927 -5.891390 5.880654 0.0008 -0.0108 0.0277
H 4.058870 -6.221297 5.259525 -0.0454 0.0075 0.0015
H 1.427890 -6.949154 3.854140 0.0020 -0.0222 -0.0209
H 2.448106 -8.087776 4.715572 0.0123 -0.0067 -0.0287
H 2.859517 -8.247872 2.287870 0.0291 0.0034 -0.0112
H 4.307962 -7.694490 3.123097 0.0016 -0.0078 0.0088
C 6.938649 -3.227790 4.220634 -0.0300 0.0142 -0.0059
C 5.903783 -2.717598 5.214633 0.0227 -0.0034 -0.0532
C 6.178042 -3.180588 6.651015 -0.0703 0.0418 -0.0941
C 6.157164 -4.638852 6.765009 0.0497 0.0977 0.1118
N 6.140668 -5.782209 6.854480 -0.0150 -0.1491 -0.0489
H 6.939019 -4.317784 4.176151 0.0073 -0.0082 0.0112
H 6.726214 -2.854610 3.219155 0.0035 -0.0101 0.0003
H 7.943902 -2.901590 4.495222 -0.0001 0.0005 0.0047
H 4.906047 -3.048470 4.919142 0.0026 0.0159 0.0111
H 5.887534 -1.626308 5.210997 -0.0139 -0.0108 0.0326
H 5.427145 -2.780385 7.333655 0.0214 0.0040 0.0157
H 7.154993 -2.830273 6.990306 -0.0025 -0.0008 -0.0034
```
Forces are in eV/Å.

Output
max |F|	0.587	eV/A
total energy	-2289.508498	Ha
structure (SMILES)	CC[C@H](F)N(CCCCCOC)S(=O)(=O)F.CCCC#N.CCCC#N.CCCC#N.CCCC#N.CCCC#N
highest occupied orbital energy	-9.80	eV

=====

Molecular formula: H2
Method: DFT, ωB97M-V with the def2-TZVPD basis set

Structure (XYZ):
```
2
Properties=species:S:1:pos:R:3:forces:R:3
H 0.000000 0.000000 0.606821 0.0000 0.0000 -4.9857
H 0.000000 0.000000 -0.606821 0.0000 0.0000 4.9857
```
Forces are in eV/Å.

Output
relative energy (zero: lowest compared OMol25 entry of this formula, charge and spin)	173.3	kJ/mol
max |F|	4.986	eV/A
total energy	-1.094856	Ha
highest occupied orbital energy	-12.30	eV